{"formula": "C21H14ClIN4O2Ti", "method": "ωB97M-V/def2-TZVPD", "species": ["Ti", "O", "C", "N", "C", "C", "C", "C", "C", "C", "N", "C", "C", "C", "C", "C", "N", "H", "H", "H", "H", "H", "H", "H", "H", "H", "H", "Cl", "C", "C", "C", "I", "C", "O", "C", "N", "C", "C", "C", "C", "H", "H", "H", "H"], "coordinates": [[-0.471, -0.087, 0.069], [-1.801, -1.161, 3.730], [-1.364, -1.071, 2.600], [-0.742, -0.021, 2.010], [-0.827, 1.294, 2.634], [-1.285, 2.283, 1.573], [-1.833, 3.520, 1.881], [-2.277, 4.328, 0.854], [-2.182, 3.892, -0.456], [-1.625, 2.652, -0.691], [-1.179, 1.873, 0.299], [-1.550, -2.231, 1.601], [-2.181, -3.392, 1.974], [-2.451, -4.338, 0.992], [-2.101, -4.077, -0.313], [-1.468, -2.879, -0.604], [-1.188, -1.984, 0.340], [0.139, 1.620, 3.029], [-1.525, 1.280, 3.472], [-1.915, 3.826, 2.916], [-2.713, 5.296, 1.074], [-2.530, 4.491, -1.285], [-1.507, 2.245, -1.687], [-2.453, -3.519, 3.013], [-2.949, -5.265, 1.248], [-2.313, -4.776, -1.109], [-1.164, -2.608, -1.607], [5.281, -0.068, -3.551], [3.609, -0.062, -3.035], [2.627, -0.062, -4.003], [1.289, -0.062, -3.627], [-0.199, -0.060, -5.078], [0.929, -0.062, -2.284], [-0.339, -0.073, -1.828], [1.953, -0.057, -1.315], [1.519, -0.053, 0.022], [2.488, -0.079, 1.014], [3.820, -0.085, 0.716], [4.277, -0.070, -0.606], [3.314, -0.061, -1.665], [2.904, -0.062, -5.048], [2.125, -0.099, 2.030], [4.527, -0.103, 1.536], [5.331, -0.073, -0.834]], "e_above_lowest_ev": 0.461, "spin_multiplicity": 3, "max_force_ha_per_bohr": 0.03349, "total_charge": 0}

***

{"formula": "C21H14N2O5PdS", "method": "ωB97M-V/def2-TZVPD", "species": ["Pd", "O", "C", "C", "C", "C", "C", "C", "C", "O", "N", "N", "C", "C", "C", "C", "C", "C", "C", "O", "H", "H", "H", "H", "H", "H", "H", "H", "H", "H", "O", "C", "O", "C", "C", "C", "C", "C", "C", "S", "H", "H", "H", "H"], "coordinates": [[1.393, 0.121, 0.537], [-1.571, -2.823, 3.110], [-2.455, -2.857, 2.159], [-3.729, -3.487, 2.384], [-4.672, -3.377, 1.402], [-4.392, -2.801, 0.161], [-3.103, -2.380, -0.120], [-2.106, -2.442, 0.845], [-0.741, -2.053, 0.557], [-0.069, -1.645, 1.577], [-0.307, -2.084, -0.649], [0.812, -1.293, -0.848], [1.525, -1.695, -1.890], [2.743, -1.138, -2.434], [3.118, -1.639, -3.629], [4.300, -1.264, -4.198], [5.062, -0.209, -3.595], [4.610, 0.395, -2.480], [3.521, -0.157, -1.756], [3.287, 0.317, -0.583], [-0.702, -2.310, 2.616], [-3.882, -3.949, 3.380], [-5.665, -3.808, 1.614], [-5.198, -2.589, -0.637], [-2.870, -1.942, -1.096], [0.948, -2.399, -2.459], [2.529, -2.431, -4.082], [4.616, -1.809, -5.096], [5.896, 0.266, -4.118], [5.004, 1.295, -2.049], [2.082, 3.673, 2.835], [1.461, 2.778, 2.262], [1.982, 1.671, 1.917], [0.070, 3.183, 1.861], [-0.514, 4.175, 2.636], [-1.664, 4.857, 2.307], [-2.180, 4.591, 1.046], [-1.613, 3.686, 0.237], [-0.450, 2.944, 0.587], [0.152, 1.851, -0.657], [0.015, 4.389, 3.573], [-2.079, 5.735, 2.870], [-3.063, 5.121, 0.619], [-2.103, 3.533, -0.714]], "e_above_lowest_ev": 0.743, "spin_multiplicity": 3, "max_force_ha_per_bohr": 0.06535, "total_charge": -2}

***

{"formula": "C21H14N8OPbS5", "method": "ωB97M-V/def2-TZVPD", "species": ["Pb", "N", "C", "N", "C", "N", "C", "C", "N", "C", "C", "N", "H", "H", "H", "H", "H", "O", "C", "S", "C", "C", "S", "S", "S", "N", "C", "C", "C", "C", "C", "C", "S", "N", "C", "C", "C", "C", "C", "C", "N", "H", "H", "H", "H", "H", "H", "H", "H", "H"], "coordinates": [[1.550, -0.087, 0.455], [3.119, -3.109, 3.783], [2.537, -1.934, 3.553], [2.255, -1.839, 2.264], [2.703, -3.028, 1.755], [3.230, -3.823, 2.652], [2.592, -3.373, 0.331], [3.066, -4.583, -0.167], [2.949, -4.900, -1.448], [2.357, -4.015, -2.242], [1.883, -2.804, -1.760], [2.002, -2.481, -0.473], [3.462, -3.488, 4.655], [2.348, -1.194, 4.313], [3.542, -5.299, 0.492], [2.259, -4.276, -3.289], [1.398, -2.085, -2.408], [1.861, 2.766, -6.648], [1.877, 2.194, -5.619], [0.362, 1.791, -4.710], [1.101, 1.036, -3.372], [2.612, 0.974, -3.395], [3.512, 0.316, -2.219], [3.367, 1.671, -4.777], [0.156, 0.439, -2.176], [-2.581, 1.939, 0.242], [-2.605, 3.356, 0.386], [-3.811, 4.025, 0.451], [-3.823, 5.405, 0.623], [-2.632, 6.099, 0.768], [-1.421, 5.415, 0.729], [-1.413, 4.050, 0.512], [0.123, 3.184, 0.344], [-0.338, 1.611, 0.814], [-1.535, 1.181, 0.633], [-1.779, -0.272, 0.884], [-3.034, -0.751, 1.213], [-3.207, -2.110, 1.438], [-2.112, -2.946, 1.329], [-0.885, -2.388, 1.015], [-0.710, -1.084, 0.795], [-3.454, 1.489, 0.022], [-4.742, 3.476, 0.364], [-4.767, 5.930, 0.656], [-2.640, 7.169, 0.916], [-0.487, 5.948, 0.852], [-3.868, -0.075, 1.333], [-4.180, -2.500, 1.702], [-2.194, -4.011, 1.492], [-0.005, -3.010, 0.937]], "e_above_lowest_ev": 0.027, "spin_multiplicity": 1, "max_force_ha_per_bohr": 0.00649, "total_charge": 2}

***

{"formula": "C21H15BrN7O2Ti", "method": "ωB97M-V/def2-TZVPD", "species": ["Ti", "N", "C", "N", "C", "N", "C", "C", "N", "C", "C", "N", "H", "H", "H", "H", "H", "O", "C", "O", "C", "C", "C", "C", "C", "C", "C", "C", "C", "N", "H", "H", "H", "H", "H", "H", "Br", "C", "C", "C", "C", "N", "C", "H", "H", "H", "H"], "coordinates": [[-0.751, -0.458, -0.100], [2.158, -1.838, 2.826], [2.021, -1.484, 1.560], [0.768, -1.107, 1.352], [0.173, -1.269, 2.587], [0.994, -1.717, 3.512], [-1.239, -0.978, 2.729], [-1.920, -1.076, 3.922], [-3.226, -0.879, 4.050], [-3.855, -0.574, 2.875], [-3.237, -0.439, 1.678], [-1.863, -0.614, 1.541], [2.984, -2.180, 3.289], [2.823, -1.499, 0.840], [-1.359, -1.332, 4.815], [-4.927, -0.431, 2.924], [-3.772, -0.183, 0.778], [-3.137, 1.367, -2.683], [-2.289, 1.004, -1.923], [-2.230, -0.139, -1.265], [-1.092, 1.918, -1.618], [-0.898, 3.064, -2.399], [0.204, 3.827, -2.157], [1.078, 3.497, -1.102], [2.216, 4.290, -0.790], [2.991, 3.984, 0.284], [2.646, 2.881, 1.109], [1.572, 2.095, 0.821], [0.780, 2.371, -0.318], [-0.299, 1.561, -0.621], [-1.620, 3.286, -3.171], [0.412, 4.706, -2.757], [2.441, 5.148, -1.412], [3.854, 4.589, 0.528], [3.233, 2.672, 1.994], [1.296, 1.284, 1.476], [2.336, -2.337, -4.399], [1.095, -2.794, -3.086], [0.571, -4.070, -2.986], [-0.354, -4.349, -1.998], [-0.726, -3.342, -1.125], [-0.207, -2.119, -1.223], [0.668, -1.834, -2.186], [0.884, -4.838, -3.682], [-0.791, -5.332, -1.899], [-1.449, -3.510, -0.339], [1.046, -0.819, -2.249]], "e_above_lowest_ev": 0.028, "spin_multiplicity": 3, "max_force_ha_per_bohr": 0.02305, "total_charge": 1}

***

{"formula": "C21H15CaCl5N2O4SSi", "method": "ωB97M-V/def2-TZVPD", "species": ["Ca", "O", "C", "O", "C", "C", "C", "C", "C", "N", "C", "O", "O", "H", "H", "H", "C", "Si", "C", "C", "C", "C", "C", "C", "N", "C", "S", "H", "H", "H", "H", "H", "H", "H", "H", "H", "H", "H", "H", "Cl", "C", "C", "C", "Cl", "C", "Cl", "C", "Cl", "C", "Cl"], "coordinates": [[-0.914, 0.552, -0.734], [-2.976, 0.086, 3.024], [-2.585, 0.703, 2.049], [-1.824, 0.228, 1.102], [-3.040, 2.129, 1.840], [-4.293, 2.524, 2.289], [-5.046, 3.494, 1.656], [-4.589, 3.843, 0.354], [-3.265, 3.649, 0.138], [-2.396, 3.015, 0.932], [-2.391, 1.777, -2.282], [-3.584, 4.347, -3.000], [-2.162, 0.748, -2.924], [-4.733, 1.923, 3.079], [-5.992, 3.820, 2.071], [-5.189, 4.275, -0.441], [3.466, -5.406, -0.381], [3.197, -3.535, -0.460], [4.440, -2.858, -1.697], [3.524, -2.881, 1.257], [1.438, -3.264, -1.041], [0.676, -4.342, -1.477], [-0.642, -4.174, -1.892], [-1.167, -2.894, -1.821], [-0.461, -1.842, -1.428], [0.836, -1.991, -1.073], [1.729, -0.574, -0.702], [4.466, -5.617, 0.006], [3.388, -5.875, -1.365], [2.743, -5.886, 0.284], [5.463, -3.071, -1.371], [4.328, -1.779, -1.804], [4.289, -3.314, -2.679], [4.445, -3.317, 1.654], [2.702, -3.145, 1.927], [3.610, -1.795, 1.257], [1.103, -5.339, -1.486], [-1.245, -5.004, -2.234], [-2.198, -2.688, -2.090], [-2.821, 3.271, -2.187], [-0.623, 4.234, -0.167], [-1.041, 3.451, 0.910], [-0.117, 3.141, 1.991], [-0.589, 2.229, 3.403], [1.152, 3.675, 1.982], [2.245, 3.373, 3.273], [1.555, 4.496, 0.919], [3.142, 5.218, 0.958], [0.658, 4.716, -0.117], [1.286, 5.671, -1.503]], "e_above_lowest_ev": 11.467, "spin_multiplicity": 1, "max_force_ha_per_bohr": 0.07720, "total_charge": -2}

***

{"formula": "C21H15Cl2LaMnO3P", "method": "ωB97M-V/def2-TZVPD", "species": ["La", "Mn", "Cl", "Cl", "C", "C", "C", "O", "O", "O", "C", "C", "C", "C", "C", "C", "P", "C", "C", "C", "C", "C", "C", "C", "C", "C", "C", "C", "C", "H", "H", "H", "H", "H", "H", "H", "H", "H", "H", "H", "H", "H", "H", "H"], "coordinates": [[-0.728, -1.018, -4.485], [-0.164, 2.278, -0.453], [1.400, -2.215, -3.835], [-2.051, 2.792, -1.514], [1.043, 1.878, -1.748], [0.166, -1.216, -6.658], [0.469, 0.865, -5.271], [1.539, 1.624, -2.781], [0.856, -1.127, -7.590], [1.214, 1.605, -5.773], [-1.066, 3.934, 2.249], [0.258, 3.665, 1.938], [0.625, 2.366, 1.511], [-0.424, 1.346, 1.382], [-1.780, 1.713, 1.596], [-2.081, 2.989, 2.056], [-0.080, 0.101, 0.059], [1.504, -0.597, 0.622], [2.386, -1.106, -0.343], [3.651, -1.554, 0.042], [4.035, -1.508, 1.389], [3.148, -1.027, 2.358], [1.883, -0.568, 1.976], [-1.328, -1.193, 0.321], [-1.125, -2.172, 1.304], [-2.162, -3.043, 1.645], [-3.379, -2.975, 0.957], [-3.560, -2.048, -0.078], [-2.539, -1.154, -0.395], [-1.314, 4.904, 2.686], [1.054, 4.391, 2.133], [1.677, 2.059, 1.527], [-2.538, 0.946, 1.444], [-3.109, 3.242, 2.307], [2.070, -1.136, -1.389], [4.344, -1.954, -0.698], [5.028, -1.853, 1.684], [3.430, -0.995, 3.413], [1.190, -0.177, 2.727], [-0.165, -2.227, 1.819], [-2.017, -3.767, 2.449], [-4.188, -3.652, 1.229], [-4.502, -2.005, -0.626], [-2.670, -0.410, -1.186]], "spin_multiplicity": 5, "max_force_ha_per_bohr": 0.19638, "total_charge": 4, "e_tot_ha": -3477.60859}

***

{"formula": "C21H15ClMnN2S", "method": "ωB97M-V/def2-TZVPD", "species": ["Mn", "S", "C", "C", "C", "C", "C", "C", "N", "C", "C", "C", "C", "C", "C", "C", "H", "H", "H", "H", "H", "H", "H", "H", "N", "C", "C", "C", "C", "C", "C", "C", "H", "H", "H", "H", "H", "Cl", "C", "H", "H"], "coordinates": [[0.043, 0.073, 0.004], [-2.449, 1.283, 3.456], [-0.963, 2.159, 3.663], [-0.616, 3.038, 4.682], [0.630, 3.629, 4.630], [1.510, 3.349, 3.581], [1.161, 2.476, 2.571], [-0.092, 1.869, 2.609], [-0.617, 0.964, 1.688], [-1.835, 0.584, 2.018], [-2.532, -0.360, 1.159], [-3.822, -0.810, 1.409], [-4.404, -1.705, 0.527], [-3.689, -2.132, -0.583], [-2.396, -1.671, -0.816], [-1.777, -0.772, 0.045], [-1.302, 3.253, 5.489], [0.928, 4.317, 5.409], [2.480, 3.826, 3.561], [1.848, 2.270, 1.763], [-4.372, -0.469, 2.279], [-5.408, -2.067, 0.702], [-4.144, -2.830, -1.275], [-1.874, -2.031, -1.697], [0.868, -0.799, -1.731], [0.468, -1.688, -2.502], [0.859, -2.387, -3.675], [0.842, -1.721, -4.913], [1.198, -2.408, -6.057], [1.564, -3.748, -5.985], [1.564, -4.412, -4.764], [1.197, -3.748, -3.610], [0.541, -0.683, -4.966], [1.189, -1.899, -7.011], [1.841, -4.278, -6.886], [1.840, -5.456, -4.716], [1.170, -4.263, -2.659], [2.359, 0.849, -0.436], [2.209, -0.222, -1.873], [2.993, -0.970, -1.813], [2.299, 0.400, -2.759]], "spin_multiplicity": 5, "max_force_ha_per_bohr": 0.00758, "total_charge": 1, "e_tot_ha": -2927.84197}

***

{"formula": "C21H15F4NO4S", "method": "ωB97M-V/def2-TZVPD", "species": ["F", "C", "F", "F", "S", "C", "C", "C", "C", "C", "N", "O", "O", "C", "C", "O", "O", "H", "H", "H", "H", "H", "F", "C", "C", "C", "C", "C", "C", "C", "C", "C", "C", "C", "C", "C", "H", "H", "H", "H", "H", "H", "H", "H", "H", "H"], "coordinates": [[3.928, 0.785, 2.401], [2.806, 0.042, 2.406], [2.922, -0.916, 1.446], [2.695, -0.573, 3.595], [1.315, 1.136, 2.027], [0.139, 0.003, 1.407], [-1.207, 0.072, 1.840], [-2.045, -1.091, 1.996], [-3.379, -0.965, 2.333], [-3.957, 0.321, 2.475], [-5.367, 0.463, 2.502], [-5.853, 1.618, 2.497], [-6.072, -0.572, 2.494], [-3.146, 1.477, 2.355], [-1.808, 1.355, 2.053], [0.918, 1.653, 3.319], [1.754, 2.042, 0.978], [0.544, -0.925, 1.017], [-1.595, -2.082, 1.880], [-4.016, -1.835, 2.488], [-3.603, 2.454, 2.495], [-1.207, 2.264, 1.966], [6.263, 0.480, -1.283], [4.918, 0.461, -1.532], [4.231, 1.676, -1.522], [2.852, 1.621, -1.478], [2.127, 0.388, -1.474], [0.712, 0.421, -1.268], [-0.268, -0.372, -1.946], [-1.452, 0.296, -2.386], [-2.500, -0.406, -2.962], [-2.411, -1.802, -3.106], [-1.239, -2.475, -2.724], [-0.180, -1.778, -2.143], [2.891, -0.798, -1.646], [4.283, -0.777, -1.619], [4.762, 2.627, -1.484], [2.284, 2.549, -1.459], [0.320, 1.338, -0.806], [-1.506, 1.381, -2.256], [-3.391, 0.129, -3.303], [-3.247, -2.358, -3.531], [-1.143, -3.555, -2.872], [0.696, -2.320, -1.788], [2.380, -1.747, -1.756], [4.855, -1.705, -1.625]], "e_above_lowest_ev": 2.511, "spin_multiplicity": 1, "max_force_ha_per_bohr": 0.05468, "total_charge": 0}